(1)
{"formula": "CH4N2O2S", "method": "ωB97M-V/def2-TZVPD", "symbols": ["N", "C", "H", "H", "H", "N", "H", "S", "O", "O"], "coordinates": [[0.199308, -1.070354, -0.163749], [0.574432, 0.062069, -0.591713], [-0.208109, -1.736467, -0.725745], [0.173381, 0.413014, -1.577292], [-0.899634, 2.624422, -0.941089], [1.587091, 0.684797, 0.028564], [0.551888, -1.228289, 0.769989], [-1.030156, 1.930561, 0.292522], [2.066861, 0.073336, 0.968280], [2.134032, 1.661008, -0.440190]], "forces_ev_per_a": [[0.860, -1.007, 2.526], [-5.457, 2.829, -4.127], [-1.219, -1.490, -1.096], [1.233, -0.223, 1.011], [-0.136, -0.786, 1.539], [4.479, 1.732, 1.273], [-0.084, -0.893, 0.139], [0.959, -0.227, -1.974], [-0.055, -0.470, 1.385], [-0.580, 0.535, -0.676]], "total_energy_ha": -698.492421, "max_force_ev_per_a": 7.403, "orbital_gap_ev": [6.976, 6.801], "relative_energy_ev": 4.977, "lumo_energy_ev": [-1.814, -1.917]}


(2)
{"formula": "C3H7NO3", "method": "ωB97M-V/def2-TZVPD", "symbols": ["H", "C", "H", "H", "O", "H", "H", "C", "O", "C", "H", "O", "H", "N"], "coordinates": [[-0.010432, 0.883832, 1.374545], [0.346782, 1.548355, -0.529070], [1.215482, 2.105484, -0.038455], [2.196507, 0.109720, 1.361273], [-0.466091, -1.920511, 0.529522], [1.529592, -1.283937, 0.702910], [1.599005, 0.750083, -1.548332], [0.343355, 0.301949, 0.400287], [-2.024849, -0.293706, 0.456044], [-0.798422, -0.769922, 0.366043], [-0.602063, 2.069249, -0.436453], [0.740055, 1.128564, -1.827419], [-2.716767, -0.911968, 0.179066], [1.635066, -0.217076, 0.530958]], "forces_ev_per_a": [[0.567, -1.236, -1.131], [1.346, -1.335, 0.963], [-1.333, 0.127, -0.761], [-1.202, -0.137, -1.293], [-0.907, -0.068, -0.628], [0.351, 2.226, -0.602], [-0.254, -0.243, -0.973], [-3.475, 3.195, 2.720], [-0.742, 0.932, -0.752], [2.954, -0.320, 0.784], [0.076, 0.163, -0.616], [0.315, 0.495, 0.715], [0.365, -0.326, 0.280], [1.941, -3.472, 1.295]], "total_energy_ha": -398.961081, "max_force_ev_per_a": 5.448, "smiles": "N[C@@H](CO)C(=O)O", "orbital_gap_ev": 10.173, "relative_energy_ev": 2.084, "lumo_energy_ev": 0.578}


(3)
{"formula": "C3H4NP", "method": "ωB97M-V/def2-TZVPD", "symbols": ["C", "H", "C", "H", "H", "H", "C", "P", "N"], "coordinates": [[-0.890062, -1.799153, -1.087270], [0.175821, 0.834284, -2.166671], [0.042479, 0.472140, -1.107113], [0.647955, -0.442089, 1.597948], [-1.992460, -1.850391, -0.997035], [1.000784, 1.214808, 2.632620], [0.915114, 0.609585, 1.718101], [0.577411, 1.579820, 0.324928], [-0.477042, -0.619003, -0.915507]], "forces_ev_per_a": [[0.291, 1.978, 0.931], [-0.213, -0.228, 1.239], [2.016, 3.461, 0.109], [0.487, 0.074, 0.855], [0.305, -0.075, -0.118], [0.266, -0.879, -0.292], [-1.697, 1.494, -2.906], [0.611, -0.766, 1.060], [-2.066, -5.060, -0.879]], "total_energy_ha": -512.663037, "max_force_ev_per_a": 5.536, "orbital_gap_ev": 8.090, "relative_energy_ev": 3.071, "lumo_energy_ev": -0.467}


(4)
{"formula": "C41H82BN5O8", "method": "ωB97M-V/def2-TZVPD", "symbols": ["H", "H", "C", "C", "H", "H", "H", "C", "H", "H", "H", "H", "C", "H", "H", "C", "H", "H", "N", "H", "H", "H", "C", "C", "H", "C", "H", "C", "H", "C", "H", "H", "O", "C", "C", "H", "H", "O", "H", "H", "H", "H", "O", "H", "C", "C", "C", "C", "C", "C", "C", "H", "H", "O", "H", "H", "H", "H", "H", "H", "H", "O", "C", "O", "C", "H", "C", "H", "C", "H", "H", "C", "H", "H", "H", "H", "C", "H", "H", "H", "H", "H", "H", "H", "C", "H", "C", "H", "H", "C", "H", "C", "C", "H", "C", "H", "H", "C", "O", "H", "H", "N", "H", "C", "H", "H", "C", "H", "O", "H", "N", "H", "C", "B", "C", "H", "N", "H", "H", "H", "H", "H", "H", "H", "H", "H", "C", "H", "C", "C", "C", "H", "H", "H", "N", "H", "C"], "coordinates": [[-1.257823, -4.033337, -0.521973], [-1.260195, -1.076603, -0.352073], [0.780882, -3.368017, -4.400742], [-3.902795, 3.675213, -5.098949], [1.237206, -3.244320, -5.392280], [-2.947514, 3.373330, -4.657655], [0.588854, -5.514364, -4.686165], [0.383319, -4.813169, -1.823576], [-1.420196, -4.159532, -2.863147], [4.950474, 6.533800, 0.624169], [-0.498946, -1.960191, 3.707225], [4.170369, 2.767966, 1.015200], [-5.366678, 2.521249, -3.356076], [-2.682344, -0.153082, -0.789808], [-2.490640, -4.822497, 7.032309], [-3.672922, 0.365301, -5.147046], [-3.872369, -0.675984, -5.423052], [5.688671, 6.306809, -0.946119], [6.660490, 3.624288, -0.238467], [-1.752220, 1.919196, 0.057592], [1.539624, 2.525159, 1.757411], [3.488737, -4.049543, -4.615196], [-3.939490, -3.066461, 8.795078], [-2.341585, -0.380858, 3.813833], [-4.608720, -2.658272, 9.690570], [0.965945, -3.487605, 6.364531], [-1.726794, -0.254628, 4.713069], [5.270830, 5.762081, -0.087880], [-1.889592, -0.630889, 9.822927], [0.766338, 2.465459, 0.980409], [4.885521, 4.257455, -2.411319], [1.922301, -2.963844, 9.370418], [7.477852, 3.981023, -1.326968], [5.863678, 1.774153, -1.803413], [2.615388, -1.972301, -3.353683], [1.350105, -6.397951, -0.626867], [-4.756418, 0.297532, -7.511343], [-1.231650, 1.936351, 2.832681], [1.639687, 0.388217, -0.281105], [-0.833293, -4.590842, -5.123900], [-5.157508, 3.113275, -6.717641], [-1.028012, -5.771676, -0.420519], [0.617400, -2.501411, -1.501410], [7.409131, 6.616235, 1.433699], [4.045926, 5.010678, -0.583253], [1.223262, -6.116507, -1.678024], [2.978886, -4.362200, -3.695258], [-1.068169, 1.069744, -0.066651], [-6.495469, 2.796239, -2.310839], [-1.875381, -0.222557, -0.051091], [-0.492536, -4.818619, -0.520259], [-3.718863, 4.634626, -5.596356], [-4.598139, 4.570040, -3.273680], [0.394949, -4.577290, 7.221473], [-3.106873, 0.404424, 3.812118], [8.497596, 5.262620, 1.101826], [1.939355, -1.119206, -3.232362], [-5.958352, -0.415026, -6.427467], [5.389009, 1.481129, 0.887041], [5.287236, 5.148629, 2.444846], [0.744408, -6.962712, -2.186500], [-7.036205, 1.802066, -4.845016], [-4.969538, 3.862076, -4.027026], [0.600257, -3.153930, 5.120609], [1.137991, -2.695600, 8.515743], [-2.741023, 0.661628, -5.644703], [4.454254, 3.853278, -1.486342], [-3.531509, 2.477734, -6.837961], [-2.432176, -1.168608, 8.908054], [2.596765, -5.362166, -3.908667], [-2.877062, -1.333915, 3.913573], [-0.623707, -4.902715, -3.008674], [-6.285502, 1.122098, -7.252638], [-3.228004, 2.002961, -3.013638], [-6.814850, 1.865795, -1.823460], [-3.468965, 0.319069, -4.080902], [-1.465732, -0.375409, 2.510516], [-4.377583, 1.067916, -2.033019], [5.682457, 3.462435, 2.139438], [1.893788, -0.001171, 1.421221], [0.390833, -1.609010, 2.279221], [3.401727, 5.697057, -1.145043], [0.090305, 3.318554, 1.101729], [3.553512, 3.302629, -1.789868], [-4.176648, 2.050388, -2.475755], [3.742838, -4.438932, -2.912871], [-4.854539, 1.298567, -5.544757], [0.096830, -2.518563, -4.276500], [-3.559515, -0.781553, 8.955168], [-0.021038, -3.853991, 8.433967], [-1.987612, -0.815876, 7.883512], [6.382586, 4.873649, 0.545577], [4.705069, 2.120940, 0.317385], [0.122256, -4.692389, 0.378978], [7.629315, 5.812414, 0.719280], [7.922719, 6.302965, -0.216460], [-4.300336, -2.593185, 7.771678], [-4.351772, 2.652053, -6.129461], [-2.194852, -3.870155, 6.847920], [-5.849646, 4.337863, -4.478657], [-4.000128, 2.748092, -1.647482], [1.318792, -3.644100, -1.928589], [-3.269247, 0.278228, 1.470945], [-0.625789, -1.678747, 2.656067], [-7.376748, 3.272776, -2.753297], [3.935256, 1.468294, -0.113228], [6.042458, 4.479741, 2.013408], [2.239883, -6.046770, -2.054870], [1.964916, -2.894778, 7.279254], [-2.975432, -1.440917, 1.327844], [-5.759275, 1.465551, -4.358827], [0.842344, -1.567685, 8.397351], [5.461609, 2.898016, -0.794661], [-1.586795, -3.427491, 8.152452], [-5.510141, 0.532819, -6.748752], [6.589514, 1.083956, -1.353904], [-0.530259, 0.793660, 2.405502], [6.926842, 4.528577, 2.658165], [-1.104642, -2.524950, 2.147592], [6.293223, 2.169379, -2.730127], [4.990119, 1.180622, -2.101548], [-1.126382, -5.878678, -3.006248], [0.064321, -4.399850, 9.466507], [-6.146128, 3.474651, -1.522179], [3.388674, -1.912601, -2.576680], [3.449429, 4.659093, 0.264696], [0.023582, 1.091539, 1.034857], [0.747715, -0.924407, 0.425425], [1.872632, -3.346222, -3.299236], [-2.472758, -0.464954, 1.325417], [1.129836, 0.075560, 0.638833], [-4.116509, -4.226945, 8.768050], [1.264258, 2.606689, 0.012732], [-0.611843, 1.193441, -1.058188], [-2.497942, -2.667893, 9.098793], [3.113308, -1.831072, -4.321359], [-0.026331, -4.660318, -4.385183]], "forces_ev_per_a": [[0.284, -0.034, -0.070], [0.081, 0.084, 0.000], [-0.187, -0.074, 0.220], [0.077, 0.026, 0.048], [0.183, 0.040, 0.321], [-0.062, 0.005, 0.064], [0.048, 0.078, 0.004], [-0.427, -1.800, 0.916], [0.224, 0.005, 0.185], [0.299, -0.220, 0.054], [-0.251, 0.221, -0.317], [0.142, -0.035, -0.030], [0.522, 0.539, 1.859], [0.063, -0.040, 0.073], [0.670, 1.798, -0.870], [0.290, -0.052, 0.269], [-0.115, 0.224, -0.116], [0.167, -0.203, 0.131], [1.409, 2.281, -4.330], [0.118, -0.028, 0.209], [-0.203, -0.061, -0.079], [-0.238, 0.198, 0.230], [-1.264, 0.135, 0.381], [0.181, 0.873, -0.248], [1.363, -0.789, -1.974], [-1.061, 0.524, -3.188], [-0.001, 0.011, -0.237], [0.029, -0.109, -0.355], [-0.908, -1.201, -2.118], [-0.571, 0.078, 0.562], [0.165, -0.098, 0.159], [-2.028, 1.081, -1.635], [-1.820, -1.285, 3.009], [0.558, 0.532, -0.031], [-0.517, 0.055, 0.556], [-0.205, 0.162, -0.114], [0.114, 0.147, 0.405], [2.221, -2.875, -0.787], [-0.249, 0.169, 0.176], [0.092, -0.057, 0.088], [-0.059, -0.244, 0.156], [0.326, 0.065, -0.296], [2.223, -2.926, -0.816], [-0.271, -0.354, -0.050], [-0.091, -0.037, 0.041], [0.300, -0.207, -0.152], [-0.066, -0.329, 0.101], [-0.201, -0.078, 0.219], [-0.345, -0.241, -0.638], [0.108, -0.134, -0.068], [0.229, 0.873, -0.215], [0.021, -0.132, 0.042], [-0.158, -0.325, 0.078], [0.644, 2.461, -1.378], [0.290, -0.026, -0.070], [-0.218, -0.006, -0.117], [0.012, -0.266, 0.160], [0.076, 0.226, 0.062], [-0.053, 0.151, -0.082], [0.159, -0.068, -0.140], [0.012, 0.204, 0.098], [3.178, -1.276, 1.531], [-0.051, -0.139, -0.249], [3.100, -2.640, 9.041], [1.666, 0.101, -0.049], [-0.214, -0.011, 0.032], [0.195, 0.220, 0.087], [-0.211, -0.274, 0.139], [-0.634, 1.586, 0.983], [0.015, 0.093, 0.138], [0.354, 0.045, -0.285], [0.001, 0.367, -0.114], [0.108, -0.080, 0.292], [-0.120, -0.093, -0.003], [0.072, 0.146, -0.186], [-0.037, 0.216, -0.007], [-0.373, -1.878, 0.849], [-0.004, 0.125, -0.135], [-0.113, 0.053, -0.187], [-0.160, 0.026, -0.035], [-0.099, 0.101, -0.162], [0.057, -0.060, 0.109], [0.025, -0.256, 0.165], [0.292, -0.171, 0.129], [0.237, -0.168, -0.178], [-0.174, 0.008, -0.069], [1.137, -1.248, -1.092], [0.131, -0.053, 0.203], [2.563, -0.667, -0.199], [0.431, 1.321, 0.361], [-0.743, -0.656, 1.887], [0.231, 0.993, 1.751], [-0.009, 0.183, 0.288], [-0.026, 0.032, -0.231], [0.085, -0.474, -0.794], [-0.092, -0.283, 0.117], [0.600, -1.087, 2.105], [-0.271, 0.220, 0.113], [0.688, -1.318, 3.597], [-0.021, -0.247, 0.053], [-0.291, -0.031, -0.226], [-3.595, 3.663, 0.027], [0.197, 0.021, 0.185], [0.231, -0.149, -0.050], [0.182, -0.255, -0.094], [0.272, 0.181, -0.156], [-0.233, -0.227, 0.219], [-0.105, 0.111, -0.160], [-3.798, -0.734, -2.127], [0.227, 0.110, 0.285], [-3.614, 2.680, -2.352], [0.193, -2.279, 0.990], [-1.149, -1.643, -0.105], [-1.695, 0.306, -1.083], [-0.662, 0.441, 0.475], [-0.103, 0.218, -0.050], [-3.597, 3.679, 0.017], [-0.042, 0.138, -0.242], [0.009, 0.193, 0.072], [0.058, 0.071, 0.310], [0.002, 0.290, 0.322], [0.217, 0.126, 0.287], [-0.057, 0.236, -2.346], [0.247, -0.193, -0.305], [-0.210, -0.057, -0.088], [0.018, -0.078, -0.046], [1.613, 0.176, -1.233], [0.057, 0.125, 0.095], [1.562, 0.216, -1.249], [-0.022, 0.423, -0.105], [-0.137, -0.384, 0.140], [0.589, 2.235, 0.028], [-0.158, -0.367, 0.114], [0.200, 0.023, 0.298], [-0.207, -0.520, -2.280], [-0.183, -0.364, 0.150], [0.040, -0.050, -0.069]], "total_energy_ha": -2511.507847, "max_force_ev_per_a": 9.915, "orbital_gap_ev": [8.844, 8.859], "spin_multiplicity": 5, "lumo_energy_ev": [0.095, -0.475]}


(5)
{"formula": "C2H4OS2", "method": "ωB97M-V/def2-TZVPD", "symbols": ["S", "C", "H", "C", "H", "S", "H", "H", "O"], "coordinates": [[1.973262, -1.980916, -0.164483], [0.849788, -0.810170, -0.065064], [0.125845, -0.953746, -0.777895], [1.039106, 0.555281, 0.382915], [1.744226, 0.694732, 1.124082], [5.099828, 0.319912, 0.459906], [1.381552, 1.038691, -0.499715], [0.125518, 1.171226, 0.726967], [4.483450, 1.594072, 0.102445]], "forces_ev_per_a": [[-0.130, 0.177, 0.823], [2.339, -0.837, -0.331], [-2.539, -0.267, -1.131], [-2.712, 1.518, 0.745], [1.712, -0.006, 1.470], [0.512, -1.110, 0.303], [0.403, 0.791, -0.869], [0.966, -1.352, -0.702], [-0.551, 1.087, -0.309]], "total_energy_ha": -950.101350, "max_force_ev_per_a": 3.196, "smiles": "CC=S.O=S", "orbital_gap_ev": [7.337, 7.303], "relative_energy_ev": 2.921, "lumo_energy_ev": [-1.368, -1.380]}


(6)
{"formula": "C4H7NO2", "method": "ωB97M-V/def2-TZVPD", "symbols": ["O", "C", "H", "H", "C", "C", "H", "H", "O", "C", "H", "N", "H", "H"], "coordinates": [[1.319567, 0.792653, 1.293929], [-0.847637, -1.105416, 0.751310], [-0.285356, -2.019959, 0.544008], [0.674325, -0.438598, -1.695300], [-0.223026, 0.078905, 0.098249], [-1.077284, 1.324056, -0.044019], [2.952984, 0.116528, -0.851195], [-0.506363, 2.269028, -0.094832], [-2.277927, 1.267135, -0.130761], [1.240815, 0.296966, 0.129432], [-0.872428, -0.932900, 1.835096], [1.948121, -0.008966, -0.900205], [-1.883662, -1.194074, 0.407709], [-0.186979, -0.464234, -1.592686]], "forces_ev_per_a": [[-0.032, -0.141, -0.368], [0.056, -0.007, -0.093], [-0.088, 0.199, 0.051], [-0.117, 0.133, 0.335], [0.012, -0.307, -0.124], [-0.287, 0.084, -0.142], [-0.134, 0.035, 0.109], [-0.114, -0.120, 0.054], [0.656, -0.036, 0.067], [-0.118, -0.033, -0.127], [0.042, 0.037, -0.185], [0.075, 0.082, 0.255], [0.178, 0.035, 0.068], [-0.131, 0.039, 0.100]], "total_energy_ha": -361.694438, "max_force_ev_per_a": 0.660, "orbital_gap_ev": 8.210, "relative_energy_ev": 5.073, "lumo_energy_ev": -1.612}